(1)
Here is a 7-piece molecular cluster, C26H55BFN2O11S6 overall from the OMol25 dataset. Energies are from ωB97M-V/def2-TZVPD.

The geometry in XYZ format:
```
102
Properties=species:S:1:pos:R:3:mulliken_charge:R:1
C -6.11392 1.57576 6.30172 -0.8048
O -0.43350 0.72375 -8.18036 -0.6417
H -2.88126 2.33881 -8.39729 0.3251
H 5.66923 1.56798 0.71968 0.3600
O 3.97263 0.02862 -2.02328 -0.5936
F -4.28360 -1.53264 4.30932 -0.2344
H -0.71257 -2.24837 4.06065 0.1425
H -3.16451 -5.03259 3.37311 0.4314
S -1.42551 0.98147 -7.09846 0.5525
H -7.05386 -2.68952 2.14464 0.2407
H 2.16057 -3.52304 -3.24996 0.3868
H -1.42614 -3.52634 0.59294 0.4170
H 0.94234 -1.12559 -5.96894 0.2097
H -0.10161 1.02854 0.49072 0.4662
H 2.31821 -0.36651 0.37461 -0.1323
H 9.67042 6.30766 0.62912 0.2946
O 7.18314 3.17714 -2.36807 -0.6726
S 0.69416 -1.66444 -3.65810 0.6577
C 10.13430 5.67733 -0.13015 -0.8632
C -5.48988 -0.98150 4.00257 0.5275
H 3.95091 -1.03310 0.59846 0.3630
H -5.40731 -4.81603 1.95043 0.6283
S 6.43241 2.65463 -3.54825 0.5277
H 0.14750 -3.86757 1.25492 0.3330
H -2.90592 -5.53929 1.71567 0.2463
S -4.60501 2.50747 6.58002 0.4262
C -0.22249 0.72061 2.56316 -0.8088
C 5.09809 3.80844 -3.88709 -1.0246
O -3.48539 1.72336 5.99242 -0.5404
C 5.65912 1.03780 -0.23341 -0.6838
H -3.35674 -2.54205 2.45535 0.1333
H -3.62558 -3.34246 0.91352 0.3117
H -3.24403 0.60999 -8.61763 0.2975
O 10.87779 4.01027 1.79719 -0.6377
C -0.48267 -1.06893 0.93669 -0.0475
H 4.60124 3.52459 -4.81462 0.4141
H -4.56612 -1.42546 0.66308 -0.1477
O -6.60969 -3.57363 0.37825 -0.8643
O -6.75744 0.62184 1.29314 -0.5137
H 1.61340 -2.74118 -1.74653 0.0824
C -0.65613 -2.02189 1.92509 1.2482
C 8.46192 3.78494 0.72408 -0.7164
S 3.96390 0.89917 -0.81791 0.4731
H 4.38686 3.75630 -3.06445 0.2968
H 6.09103 0.04269 -0.11846 0.3640
C -0.39329 -0.23172 3.55781 -0.8013
N -5.48789 0.10657 3.13042 -0.1001
C -5.62429 -1.48442 0.97560 0.8490
H -4.57342 0.55189 3.09525 0.2789
H -5.44482 -3.75138 3.34839 0.4053
H -2.75507 -0.47304 -5.74343 0.3736
H 11.14714 6.02575 -0.32419 0.3187
H 5.49544 4.82111 -3.96405 0.3476
H 2.88426 -1.97506 -2.72335 0.1822
C -4.55564 2.25734 8.36227 -0.9620
C -3.70227 -3.47913 2.00608 0.2597
H 2.49682 -1.05329 -5.11123 0.3371
C -6.17076 -2.88285 1.49660 -0.0710
H -1.16319 -4.05616 3.49021 0.3792
H -0.03243 1.75682 2.82817 0.4990
C -2.99068 1.38170 -7.89038 -0.9351
H -6.85891 -2.94417 -1.73017 -0.2765
H -2.26451 -1.25783 -7.27281 0.3150
O -0.49523 -1.40406 -0.41691 -0.3316
C -2.81112 -4.67750 2.38964 -1.3366
H -4.53040 1.19013 8.58453 0.2960
H 8.31566 2.45620 -4.98085 0.3327
C -0.26533 0.27289 1.26031 -0.0490
H 3.44822 0.43835 1.48087 0.4215
H -5.43271 2.71813 8.81743 0.3689
H -6.31618 1.56522 5.23111 0.2185
S 10.22712 3.98014 0.45982 0.5078
H -1.40156 -1.30020 -0.73571 0.1861
H 1.78989 -2.63511 -5.56316 0.2872
H 9.55508 5.70758 -1.05356 0.2885
C -0.60208 -1.55111 3.23085 -0.6259
H -6.94209 2.05824 6.82193 0.4403
H -3.65496 2.73155 8.74821 0.3201
H 6.23269 1.60215 -0.96690 0.0601
C -1.94156 -0.61266 -6.45533 -0.4836
H -8.29203 -2.43899 -0.33648 -0.3308
H 8.28630 2.79257 1.13565 0.2780
H 6.83080 2.78892 -5.90203 0.3844
C -0.85431 -3.48109 1.52506 -1.0387
H 7.93992 3.88015 -0.22892 0.1879
H -1.09583 -1.06753 -5.94751 -0.1867
C -5.17617 -3.79403 2.28075 -1.0451
C 1.57244 -1.61879 -5.23225 -0.8439
H -0.36891 0.04284 4.61055 0.4004
O -6.33154 -1.32945 -0.22828 -0.8139
C -6.02087 -0.19464 1.76946 -0.1508
C 7.40192 3.04667 -5.01027 -1.0294
C 3.36406 -0.11525 0.54526 -0.6081
H -3.77080 1.45872 -7.13288 0.3416
O -6.48128 -1.42318 4.51123 -0.4898
C 1.97061 -2.56663 -2.76029 -0.5884
H 7.65263 4.10792 -5.01471 0.3062
B -7.09069 -2.54065 -0.60454 1.0197
O -0.46909 -2.58018 -3.82171 -0.6473
H -5.98985 0.55234 6.65741 0.2564
N -1.38453 -4.35801 2.55566 -0.3241
H 8.10704 4.53918 1.42783 0.3919
```

Its molar mass is 793.9 g/mol. The LUMO energy is 1.3 eV. The energy relative to the best compared isomer or geometry (same formula, charge and spin) is 89.1 kJ/mol. Its total charge is -1. Its multiplicity is 1. The orbital gap is 5.39 eV.

(2)
Here is a 4-piece molecular cluster, C26H55BIN2O17P4 overall from the OMol25 dataset. Energies are from ωB97M-V/def2-TZVPD.

The geometry in XYZ format:
```
106
Properties=species:S:1:pos:R:3:mulliken_charge:R:1
C 0.34838 -1.13233 2.88878 0.3514
C -5.47192 -0.95420 -3.16806 -0.5898
C 11.47545 4.85321 -2.08484 -0.6468
H 2.60865 2.52292 -2.28025 0.6517
H 11.67970 -0.20855 -1.57788 0.2384
C 2.50005 -0.46532 -1.20939 1.3881
O -9.59524 -1.11023 3.22728 -0.3181
H 3.47679 -1.95855 -2.39739 0.4655
H -4.36361 1.71884 0.77540 0.3785
H -5.20481 -1.81480 -3.78014 0.2848
C 4.96156 -0.96265 -1.06617 0.2271
O 10.85509 3.60096 -2.41722 -0.3216
O -0.67377 -1.70308 2.10098 -0.3433
H -2.42829 1.59468 -0.63799 0.3892
H 12.21598 1.23566 -2.45530 0.2910
O -8.49879 -0.21243 -1.60548 -0.3742
O 3.89768 2.57637 -0.68816 -0.1432
C 3.04219 -3.54217 -0.29598 -0.4497
H -2.33731 -0.07657 -0.15760 0.2576
P -7.97414 -1.31839 -2.60171 1.1065
C -7.43126 0.78228 5.44769 -0.6897
H -8.44703 -3.08612 -4.63714 0.3193
H 7.67482 4.65286 -0.85426 0.3909
H 1.35771 -1.55162 4.66464 0.3079
H 5.73302 1.04211 -1.66381 -0.0668
P 10.04037 2.83687 -1.28822 0.9449
O 4.05134 1.78582 0.47657 -0.3205
H -5.32090 -1.19402 -2.11576 0.2553
O -0.77201 1.73063 2.16530 -0.7825
H -7.47183 -0.34420 0.19250 0.2180
H 0.96163 -3.32133 -0.04904 0.9937
C 3.69442 -0.97515 -1.99349 -1.6216
H 6.63745 -0.32046 -2.36318 0.4352
O -6.82618 -0.57388 -3.42220 -0.3335
H -0.35730 3.42832 -0.66429 0.1625
H -6.35196 0.63891 5.49754 0.2726
H -3.30657 1.49986 2.13995 0.2758
H 5.41051 -1.95536 -1.06792 0.5540
C 1.62420 -1.36342 -0.60087 0.4019
H -1.43057 2.41150 2.35038 0.3135
H -5.34405 -1.80622 1.85026 0.0572
H -5.55164 -1.93939 3.60690 0.3362
C 11.67894 0.87780 -1.57719 -0.7245
H 2.68728 -3.01901 1.81503 -0.2454
H -9.79644 -3.18821 3.18862 0.3411
C 7.58842 3.56687 -0.83673 -0.5075
H -7.65879 1.83409 5.60265 0.2435
H 3.84464 -3.42636 -1.01824 0.3475
H 1.83224 3.89700 -1.14398 0.1031
H 12.45540 4.66998 -1.64768 0.2646
O -1.22388 -2.35508 0.02465 -0.5519
H 7.73789 3.20084 0.17803 0.3608
C 1.23884 1.36350 -0.41757 0.0512
H 12.16963 1.23509 -0.67117 0.3503
H 0.54229 -0.06400 2.89824 0.1539
O 8.52810 2.98158 -1.74221 -0.2659
H 6.58936 3.28582 -1.16472 -0.0383
C 1.06866 -1.91479 3.68269 -0.8807
H 2.83513 -4.61591 -0.25669 0.5963
H -8.81145 -1.50121 0.00816 0.2166
H -11.12196 -2.24994 2.47601 0.2406
H -9.87832 -2.30040 -5.33014 0.2504
H 6.78225 0.06305 -0.67240 0.4206
O -9.15639 -1.39251 -3.64449 -0.3738
H 0.44689 4.13865 1.57033 0.2450
C 6.06407 0.01740 -1.49723 -1.5404
H -7.91862 0.19842 6.22564 0.3316
H -8.28673 -1.54277 -5.52040 0.2770
I 1.08078 -3.43933 -2.69185 0.1151
H 3.88217 2.42533 1.18946 0.3772
O -7.56905 -2.58901 -1.99718 -0.6857
H 4.09702 -4.00633 1.49754 0.4818
C 0.34143 0.54770 0.19543 0.4504
P -8.12736 -1.11033 3.80864 0.7835
O -7.88513 -2.05369 4.89898 -0.7046
H -9.15145 0.20753 0.29520 0.3200
H 3.87743 -0.35011 -2.86813 0.8810
C -8.47680 -0.48947 -0.19685 -0.5490
H 1.37283 -2.92326 3.42450 0.2543
C 0.56008 -0.83232 0.09084 0.9164
H -9.58940 -2.40389 1.60305 0.2119
O -7.22567 -1.32655 2.50753 0.1720
N 1.29803 3.73023 1.19634 -0.6582
C 3.20514 1.83794 -1.67993 -1.4725
H 3.94078 1.40707 -2.34955 0.4107
P 0.98135 3.21942 -0.25462 0.1349
O -7.91313 0.41969 4.14689 -0.2994
H -4.00469 0.06777 1.32160 -0.0211
B -0.95873 1.12999 0.97632 0.9014
C -3.59035 1.06414 1.17853 -1.0238
C -8.91916 -2.12625 -4.85099 -0.6706
H -6.26558 -3.16132 2.52801 0.3183
C -0.50128 -1.70437 0.75143 -0.7692
H 11.59459 5.42145 -3.00407 0.2452
H 4.65598 -0.66879 -0.06335 0.0792
C -6.02942 -2.10480 2.64201 -0.6673
C -10.04318 -2.31302 2.58660 -0.5690
C -2.34679 0.94631 0.24405 -0.3076
O 10.31553 1.31823 -1.62863 -0.2462
C 1.71756 -2.87627 -0.68967 -1.9730
H 10.86692 5.42795 -1.38874 0.3219
N 2.29970 0.85147 -1.09875 0.2350
H 4.16803 -2.29640 1.14006 0.1672
O 10.33654 3.25033 0.08293 -0.6758
C 3.51163 -3.16320 1.12115 -0.6570
H -4.83152 -0.11504 -3.43447 0.2394
```

Its molar mass is 929.3 g/mol. The LUMO energy is -4.4 eV. Its total charge is +1. Its multiplicity is 1. The orbital gap is 7.70 eV.